No. 1
{"formula": "CFNO2", "method": "ωB97M-V with the def2-TZVPD basis set", "spin_multiplicity": 1, "homo_energy_ev": [-10.52, -10.25], "lumo_energy_ev": [-2.289, -2.786], "charge": 0, "symbols": ["C", "N", "O", "O", "F"], "coordinates": [[0.33675, -0.18367, 0.13207], [0.09371, 1.01398, 0.40748], [1.26764, 0.58051, -0.41428], [-1.94970, 0.01693, -0.35810], [0.25161, -1.42775, 0.23283]]}

No. 2
{"formula": "CFO4STb", "method": "ωB97M-V with the def2-TZVPD basis set", "spin_multiplicity": 7, "homo_energy_ev": [-9.59, -7.00], "lumo_energy_ev": [-1.076, -0.801], "charge": 0, "symbols": ["S", "F", "O", "O", "C", "O", "O", "Tb"], "coordinates": [[0.84000, -0.83352, 0.01936], [0.97619, -0.82117, 1.70728], [0.70786, -2.26243, -0.29988], [-0.57968, -0.18149, -0.13306], [-2.29762, -0.78146, 0.66576], [-3.03058, -0.26024, -0.14291], [-2.22819, -1.60233, 1.51810], [-2.11753, 1.28821, -2.39993]]}

No. 3
{"formula": "CFO4SV", "method": "ωB97M-V with the def2-TZVPD basis set", "spin_multiplicity": 4, "homo_energy_ev": [-2.64, -1.73], "lumo_energy_ev": [3.171, 3.217], "charge": -1, "symbols": ["S", "F", "O", "O", "C", "O", "O", "V"], "coordinates": [[-1.14844, 0.17667, -1.33146], [-1.23808, 1.84343, -1.18863], [-0.03036, -0.03278, -2.25259], [-0.66706, -0.17975, 0.14499], [0.73490, 0.22122, 0.78442], [0.99323, -0.70014, 1.56354], [1.30875, 1.16674, 0.31810], [0.04706, -2.49539, 1.96163]]}

No. 4
{"formula": "CH10BrN2Sn", "method": "ωB97M-V with the def2-TZVPD basis set", "spin_multiplicity": 1, "homo_energy_ev": -13.72, "lumo_energy_ev": -5.135, "charge": 1, "symbols": ["C", "Sn", "N", "N", "H", "H", "H", "H", "H", "H", "H", "H", "H", "H", "Br"], "coordinates": [[0.75471, 2.07880, -1.12995], [0.22944, 0.21956, -0.95666], [0.02650, -2.46481, 0.47530], [-1.16461, 0.39695, 0.87932], [0.76971, -2.50262, 1.21258], [-0.66788, 0.04777, -2.25088], [1.30516, 2.00440, -2.11532], [1.43304, 2.20026, -0.09956], [-0.23691, 2.61262, -1.21542], [-0.68338, 0.05598, 1.67786], [-2.02688, -0.09521, 0.84346], [-1.30736, 1.35082, 0.97106], [-0.82629, -2.72029, 1.02372], [0.20681, -3.31644, -0.06754], [2.18796, 0.13220, 0.75204]]}

No. 5
{"formula": "CH10N2O4", "method": "ωB97M-V with the def2-TZVPD basis set", "spin_multiplicity": 2, "homo_energy_ev": [-14.50, -14.50], "lumo_energy_ev": [-3.847, -9.873], "charge": 1, "symbols": ["N", "C", "N", "O", "H", "H", "H", "H", "H", "H", "O", "H", "H", "O", "H", "H", "O"], "coordinates": [[1.69177, 1.83445, -0.66749], [0.32292, 1.79854, -0.90585], [-0.27571, 0.58500, -0.99036], [-0.34370, 2.82340, -1.14845], [2.08335, 1.46852, 0.21731], [1.83811, 2.83689, -0.50688], [-1.21295, 0.53696, -1.38162], [0.30697, -0.25403, -0.96539], [-1.13900, -3.63202, 0.36859], [-1.66228, -2.23112, 0.47991], [-0.85629, -2.72025, 0.24609], [4.17648, 0.44804, 1.30378], [2.89556, -0.32507, 1.27635], [3.26147, 0.49826, 1.61122], [-3.36955, -0.82735, -0.21618], [-4.32870, -1.53567, 0.64869], [-3.38845, -1.30454, 0.63028]]}

No. 6
{"formula": "CH10N6P", "method": "ωB97M-V with the def2-TZVPD basis set", "spin_multiplicity": 1, "homo_energy_ev": -12.98, "lumo_energy_ev": -2.541, "charge": 1, "smiles": "NNP(N)[NH+]=C(N)N", "symbols": ["C", "N", "N", "N", "N", "N", "N", "P", "H", "H", "H", "H", "H", "H", "H", "H", "H", "H"], "coordinates": [[1.24040, 0.36552, 0.93654], [2.43758, 0.25773, 1.60683], [0.28796, 1.12122, 1.43303], [-2.34196, 0.38138, 0.34366], [-0.08897, -1.01329, -2.56439], [-1.56823, -0.48288, -0.51424], [1.04333, -0.31271, -0.20729], [-0.31300, 0.20912, -1.42483], [2.85475, 0.88950, 2.23216], [3.27472, -0.30094, 1.36639], [0.42783, 1.33493, 2.39135], [-0.57362, 0.98940, 0.89173], [-2.42165, -0.14724, 1.17321], [-3.26279, 0.68770, 0.10588], [0.18259, -0.76382, -3.48546], [-0.91691, -1.56252, -2.77063], [-2.20461, -1.09556, -0.92725], [1.94256, -0.55753, -0.58670]]}

No. 7
{"formula": "CH10NO2", "method": "ωB97M-V with the def2-TZVPD basis set", "spin_multiplicity": 1, "homo_energy_ev": -16.06, "lumo_energy_ev": -11.483, "charge": 1, "symbols": ["C", "N", "H", "H", "H", "H", "H", "H", "H", "H", "O", "H", "H", "O"], "coordinates": [[1.42670, -0.94137, 1.75226], [-0.89861, 0.97450, -1.68746], [0.60070, -1.64950, 1.95931], [1.27960, 0.08504, 2.18063], [2.32627, -1.42097, 2.24937], [1.60069, -0.76364, 0.66577], [-0.54350, 0.52611, -2.51688], [-1.30290, 1.90937, -1.92997], [0.04416, 1.12632, -0.88981], [1.29158, 1.94124, -0.40222], [0.88370, 1.19164, -0.04423], [-2.83011, -1.46900, -0.13188], [-1.91449, -0.40826, -0.97836], [-1.96378, -1.10148, -0.22652]]}

No. 8
{"formula": "CH10NO3", "method": "ωB97M-V with the def2-TZVPD basis set", "spin_multiplicity": 1, "homo_energy_ev": -14.91, "lumo_energy_ev": -4.451, "charge": 1, "symbols": ["C", "N", "H", "H", "H", "H", "H", "H", "O", "H", "H", "O", "H", "H", "O"], "coordinates": [[0.44438, -0.31749, 1.35882], [0.56925, 0.95234, 1.35597], [0.31027, -0.73084, 0.37392], [0.59094, -0.93813, 2.22881], [0.64291, 1.35019, 2.28777], [0.41315, 1.51503, 0.56564], [-3.87830, 0.39379, -2.84451], [-3.04137, -0.78183, -2.81169], [-2.93260, 0.18142, -2.77046], [-0.53997, 0.14073, -1.54176], [-1.80970, 0.96736, -1.15224], [-0.97936, 0.60973, -0.83018], [3.53906, -1.88101, 1.18551], [3.65784, -0.38640, 1.40449], [3.01351, -1.07489, 1.18991]]}

no.,total energy (a.u.)
1,-342.85978
2,-1661.48035
3,-1781.10368
4,-2941.61047
5,-454.23377
6,-713.76681
7,-248.76414
8,-324.30493